No. 1
This record from OMol25 describes a molecular structure, C44H49BrN9NaO2S2Si2Te. The level of theory is ωB97M-V with the def2-TZVPD basis set.

```
111
Properties=species:S:1:pos:R:3:forces:R:3
Na -1.4414 1.5154 0.1311 -0.0223 -0.2966 -0.1576
N -1.1897 4.6961 -2.6048 0.0220 -0.0652 -0.1065
C -0.2646 3.7421 -2.9402 -0.1588 0.0892 0.1363
N 0.7039 3.9394 -3.8631 0.0962 -0.0998 -0.0067
N 1.4152 2.8319 -3.8641 0.0613 0.0518 -0.0727
N 0.8596 2.0126 -3.0179 -0.0010 -0.1137 0.1999
N -0.2008 2.5445 -2.3962 -0.0080 0.0114 -0.0479
C -1.8858 4.6842 -1.3936 0.1227 0.0050 -0.1224
N -2.4931 5.7667 -0.9361 -0.0808 -0.0030 0.1080
N -3.0441 5.3565 0.2248 0.0081 0.0517 -0.1257
N -2.7719 4.1093 0.4222 -0.0070 0.0860 0.0831
N -2.0197 3.6344 -0.5973 -0.1851 -0.0355 0.1766
H -1.0323 5.6120 -2.9888 0.0135 -0.0034 -0.0116
C -3.1241 -1.5338 -5.7481 -0.0458 -0.0002 -0.0375
C -1.8100 -1.2924 -5.0569 -0.0085 -0.0135 0.0374
C -0.8477 -0.4576 -5.6117 -0.0063 0.0191 -0.0053
C 0.3679 -0.2422 -4.9788 -0.0181 -0.0559 -0.0447
C 0.6530 -0.8750 -3.7774 0.0344 -0.0177 0.0325
C -0.3013 -1.7226 -3.2224 -0.0332 0.0235 0.0248
C -1.5203 -1.9187 -3.8479 0.0231 0.0180 -0.0382
S 1.4200 0.6697 -1.7966 0.1544 0.2315 0.3266
O 2.6033 1.2986 -1.2005 0.0007 -0.1348 -0.2148
C 1.9549 -0.6415 -2.9991 -0.1116 0.1223 -0.1159
C 3.0493 0.0291 -3.8158 0.0494 -0.0828 -0.0312
C 3.7332 -0.6915 -4.6988 0.0333 0.0363 0.0066
C 3.4925 -2.1210 -4.8030 0.0631 0.0333 -0.0271
C 3.8414 -2.8424 -5.9457 -0.0038 0.0273 -0.0162
C 3.5996 -4.1977 -6.0352 -0.0239 -0.0054 0.0463
C 2.9847 -4.8366 -4.9566 0.0050 -0.0056 -0.0453
C 2.6486 -4.1329 -3.8198 -0.0098 0.0484 0.0103
C 2.9213 -2.7587 -3.6860 0.0162 -0.0512 0.0036
C 2.5214 -1.9832 -2.4901 0.0044 -0.0171 -0.0211
C 2.4871 -2.6371 -1.2537 -0.1261 -0.0724 -0.0026
C 3.4596 -3.7372 -1.0199 0.0286 0.0780 -0.1186
C 4.7128 -3.7297 -1.6614 -0.0988 0.0167 0.0787
C 5.6089 -4.7597 -1.5114 0.0445 -0.0359 -0.0030
C 5.2799 -5.8511 -0.6962 0.0120 -0.0112 -0.0075
C 4.1036 -5.8420 0.0082 0.0043 0.0258 -0.0050
C 3.1935 -4.7682 -0.0959 -0.0523 -0.1140 0.1186
C 2.0683 -4.6767 0.7859 0.0434 -0.0281 -0.0575
C 1.3826 -3.5098 0.8233 0.0087 0.1039 -0.1473
C 1.6168 -2.4774 -0.1216 0.1680 -0.1551 0.0999
S 0.9449 -0.9388 0.1368 -0.2532 0.3462 0.0635
O -0.5547 -0.8452 0.2198 0.3888 0.1176 -0.1853
C 1.5228 -0.4751 1.7559 -0.2756 -0.2393 0.1226
C 0.6421 -0.6641 2.8089 0.1545 0.0162 0.1342
C 1.0414 -0.2925 4.0873 -0.0359 -0.0626 -0.0573
C 2.2896 0.2715 4.3118 0.0491 -0.0459 -0.0113
C 2.6958 0.7051 5.6941 0.0142 0.0118 0.0434
C 3.1535 0.4450 3.2288 0.0349 0.0274 0.0503
C 2.7839 0.0729 1.9484 -0.0382 0.0289 -0.0429
H -3.3576 -0.7340 -6.4516 0.0309 0.0107 -0.0048
H -3.9425 -1.5970 -5.0303 0.0082 -0.0129 0.0243
H -3.1040 -2.4726 -6.3076 -0.0063 -0.0068 -0.0003
H -1.0560 0.0467 -6.5490 -0.0020 0.0042 -0.0097
H 1.0967 0.4247 -5.4196 -0.0005 0.0171 -0.0044
H -0.0917 -2.2304 -2.2883 -0.0116 -0.0039 0.0130
H -2.2570 -2.5640 -3.3840 -0.0138 -0.0094 0.0051
H 3.2448 1.0848 -3.6870 -0.0432 0.0168 0.0182
H 4.4780 -0.2239 -5.3341 0.0088 -0.0146 -0.0074
H 4.2964 -2.3091 -6.7740 0.0102 -0.0091 -0.0106
H 3.8602 -4.7477 -6.9304 0.0059 -0.0171 -0.0089
H 2.7493 -5.8927 -5.0133 0.0008 -0.0118 -0.0031
H 2.1534 -4.6479 -3.0080 -0.0108 -0.0244 0.0236
H 4.9597 -2.8822 -2.2838 0.0346 0.0325 -0.0365
H 6.5655 -4.7241 -2.0176 0.0003 0.0041 -0.0071
H 5.9686 -6.6814 -0.5904 0.0121 0.0006 -0.0074
H 3.8669 -6.6508 0.6903 -0.0083 -0.0085 0.0086
H 1.8598 -5.4780 1.4825 0.0029 -0.0182 -0.0023
H 0.6034 -3.3465 1.5602 -0.0195 0.0165 0.0242
H -0.3394 -1.0963 2.6359 -0.0129 -0.0260 -0.0003
H 0.3453 -0.4246 4.9074 -0.0009 -0.0167 0.0079
H 1.8468 0.6657 6.3760 -0.0064 0.0035 0.0061
H 3.0768 1.7284 5.6912 -0.0002 0.0054 -0.0225
H 3.4824 0.0636 6.0991 0.0059 -0.0124 -0.0238
H 4.1240 0.9013 3.3895 0.0123 0.0031 0.0052
H 3.4447 0.2308 1.1061 0.0064 -0.0041 -0.0355
C -7.2625 0.3707 2.5813 -0.0636 -0.0058 0.0233
Si -5.6018 1.1906 2.2528 0.0561 -0.0219 0.0482
C -4.9312 0.5400 0.6380 0.0430 -0.0285 -0.0650
C -5.8461 3.0374 2.1264 -0.0102 0.0667 -0.0161
C -4.4791 0.7899 3.6949 -0.1473 -0.0382 -0.0492
Te -2.4031 0.9298 3.2505 0.2594 0.4761 0.2348
C -2.3635 3.0790 3.7270 -0.1268 -0.1177 -0.2131
Si -0.9681 3.5676 4.8360 0.0832 0.0225 -0.0611
C -1.1615 5.3568 5.3815 0.0119 0.0551 0.0205
C 0.6402 3.4090 3.8905 0.0246 -0.0851 -0.0843
C -0.8647 2.5237 6.3894 -0.0572 -0.0633 0.0668
H -7.9701 0.5772 1.7749 -0.0306 -0.0004 -0.0123
H -7.7010 0.7268 3.5166 -0.0184 0.0091 0.0237
H -7.1377 -0.7109 2.6595 0.0023 -0.0375 -0.0088
H -5.7344 0.4539 -0.0985 -0.0016 -0.0276 -0.0268
H -4.4617 -0.4370 0.7747 0.0052 -0.0313 0.0011
H -4.1899 1.2326 0.2339 -0.0185 0.0348 -0.0128
H -6.5542 3.2685 1.3263 -0.0084 0.0436 -0.0119
H -4.9059 3.5394 1.8863 0.0162 0.0017 -0.0124
H -6.2380 3.4566 3.0564 -0.0174 0.0128 0.0226
H -4.6074 -0.2431 4.0196 0.0197 -0.0008 -0.0214
H -4.6475 1.4570 4.5419 -0.0333 -0.0133 0.0449
H -3.3376 3.3286 4.1542 0.0003 -0.0574 0.0738
H -2.2970 3.6223 2.7810 -0.0627 0.0316 0.0138
H -1.2253 6.0242 4.5204 0.0073 0.0093 -0.0318
H -0.3134 5.6706 5.9958 0.0056 0.0336 0.0196
H -2.0731 5.4870 5.9691 -0.0134 0.0034 0.0224
H 0.6393 4.0691 3.0204 0.0025 0.0375 -0.0145
H 0.7862 2.3861 3.5281 -0.0083 0.0683 0.0293
H 1.5008 3.6663 4.5130 0.0337 0.0044 -0.0029
H -1.7309 2.6930 7.0338 -0.0217 -0.0001 0.0188
H 0.0335 2.7728 6.9599 0.0235 -0.0001 0.0273
H -0.8425 1.4607 6.1427 0.0250 -0.0031 -0.0047
Br -2.8808 -2.2235 2.9178 -0.0373 -0.1587 -0.0096
```
Forces are in eV/Å.

E_LUMO, eV: 3.71
E_HOMO, Ha: -0.08010
Total charge: -2
E_tot, Eh: -6729.1617



No. 2
This record from OMol25 describes a molecular structure, C44H49NP2Pt. The level of theory is ωB97M-V with the def2-TZVPD basis set.

```
97
Properties=species:S:1:pos:R:3:forces:R:3
Pt -1.7401 0.2033 -1.4059 -0.2876 -1.6601 -0.5133
C -1.2304 -4.7571 0.9524 -0.3678 0.3620 -0.1872
C -0.6985 -3.7191 1.6215 -0.7901 0.0858 0.0788
C 0.7330 -3.3428 1.7701 0.9114 1.1366 -0.6932
C 1.2784 -2.2960 0.7556 0.5257 -0.3813 0.1909
C 1.3911 -2.7768 -0.6634 -0.9179 0.5264 -0.8933
C 1.0675 -3.9421 -1.2252 0.6511 -0.4681 -0.1404
C 0.7451 -5.2866 -0.6131 -0.6423 -0.5122 -0.2351
C -0.7877 -5.3554 -0.3519 0.8417 -1.1596 0.3133
C -3.4462 1.2015 -1.0135 -0.1752 0.5472 -0.1321
H -2.0911 -5.2677 1.4106 -0.3690 0.8928 -0.4509
H -1.3820 -3.0567 2.1811 0.2609 -0.9629 0.6066
H 1.3771 -4.2380 1.7071 -0.3387 0.5820 0.3818
H 0.8071 -2.8599 2.7650 0.2031 -0.5784 -0.3742
H 0.6745 -1.3710 0.7725 -0.0470 -0.2934 -0.0375
H 2.2806 -1.9670 1.0754 -0.1868 -0.1134 0.1178
H 1.5862 -1.9766 -1.3965 0.0135 -0.1940 0.3795
H 1.0283 -4.0091 -2.3260 0.2521 0.3548 0.5275
H 1.3177 -5.5871 0.2793 -0.2532 0.3725 -0.3768
H 0.9589 -6.0677 -1.3660 0.0419 0.4280 0.2800
H -1.2765 -4.8932 -1.2412 -0.0118 0.0534 0.7308
H -1.1342 -6.4012 -0.3475 0.2678 0.0966 -0.1588
H -3.8718 0.6077 -0.2027 -0.1757 0.1054 0.0849
H -4.0781 1.1462 -1.9105 0.1620 0.1776 0.2830
H -3.2842 2.2283 -0.6843 -0.2933 0.0220 -0.0729
P 1.0644 2.6768 1.5781 0.7379 0.6592 2.3067
P 2.3280 2.4483 -0.6509 2.6633 0.5205 -0.5453
C 2.5689 1.7001 1.8588 0.7101 -0.2351 -1.9352
C 3.2798 1.6422 0.6862 -1.4824 0.1542 1.7252
C 1.3218 4.1253 2.7336 -0.3217 0.4833 -0.3043
C 2.3271 4.2237 3.7123 -0.2002 -0.1098 -0.0937
C 2.3623 5.3262 4.5767 -0.1174 0.0283 -0.1442
C 1.4330 6.3640 4.4491 -0.0293 -0.3499 -0.3186
C 0.4602 6.2910 3.4433 0.0727 -0.0189 0.0837
C 0.4033 5.1868 2.5940 0.1932 -0.2607 0.1638
C -0.2557 1.8094 2.4395 -0.7326 0.0906 -0.3164
C -1.4852 1.6741 1.7815 0.7453 -0.1775 -0.3534
C -2.5370 1.0504 2.4167 -0.3933 -0.2257 0.7965
C -2.4202 0.6934 3.7718 0.4035 0.0350 -0.4254
C -1.1848 0.8315 4.4239 -0.3016 0.0372 -0.0167
C -0.0978 1.3905 3.7613 0.1665 -0.0454 -0.0949
C 3.3867 3.9703 -0.9055 -0.1787 0.3393 0.1206
C 3.3913 4.9466 0.1088 -0.1767 -0.0608 0.0542
C 4.1369 6.1186 -0.0101 0.0843 -0.1106 -0.1673
C 4.9020 6.3478 -1.1598 -0.2086 -0.3153 0.0472
C 4.9433 5.3680 -2.1579 -0.0975 -0.0210 0.2619
C 4.2031 4.1842 -2.0276 -0.1098 -0.0131 -0.1885
C 2.6904 1.4135 -2.0924 -0.4611 -0.1545 -0.4121
C 1.9547 1.6823 -3.2601 0.2133 -0.2059 0.1541
C 2.2185 0.9657 -4.4235 0.0996 -0.0969 0.0916
C 3.1842 -0.0489 -4.4159 -0.0977 0.2008 0.0980
C 3.8945 -0.3311 -3.2482 -0.0084 0.0116 0.0648
C 3.6554 0.3961 -2.0828 -0.2425 0.0975 -0.1256
H 2.8231 1.2499 2.8200 0.2088 0.2074 -0.2884
H 4.2780 1.2283 0.5339 -0.3041 0.0714 0.2397
H 3.0800 3.4403 3.8189 -0.2020 0.2281 -0.0156
H 3.1232 5.3782 5.3576 -0.1933 -0.0583 -0.2847
H 1.4686 7.2263 5.1186 -0.0023 -0.3196 -0.2297
H -0.2616 7.1005 3.3262 0.2094 -0.2408 0.0156
H -0.3621 5.1332 1.8157 0.1615 0.0886 0.2347
H -1.5814 2.0305 0.7477 0.0003 -0.1694 0.4331
H -3.4472 0.8441 1.8607 -0.0131 0.2639 0.2971
H -3.2889 0.3219 4.3128 0.2721 -0.0891 -0.1379
H -1.0674 0.5103 5.4568 -0.1197 0.1202 -0.1765
H 0.8684 1.5325 4.2665 -0.5554 -0.1335 -0.1334
H 2.8053 4.7890 1.0163 0.2114 0.1785 -0.3351
H 4.1230 6.8566 0.7955 -0.0405 -0.2702 -0.2715
H 5.4610 7.2809 -1.2681 -0.1665 -0.3839 0.0129
H 5.5612 5.5312 -3.0429 -0.2184 -0.1464 0.2590
H 4.2742 3.4272 -2.8098 -0.0904 0.2312 0.1521
H 1.1842 2.4545 -3.2384 0.2005 -0.1272 -0.1324
H 1.6748 1.2043 -5.3340 0.0875 -0.1087 0.1382
H 3.3841 -0.6160 -5.3251 -0.0465 0.1616 0.2462
H 4.6459 -1.1207 -3.2337 -0.2032 0.2099 -0.0614
H 4.2155 0.1737 -1.1778 -0.0904 -0.0476 -0.3184
C -5.9487 -3.3829 0.5435 -0.7194 0.5917 0.3033
N -4.7657 -3.6369 -0.2179 0.7965 0.1541 0.8076
C -4.4272 -5.0207 -0.3727 -0.3643 -1.2885 0.0029
C -3.8244 -2.5433 -0.4570 -0.5848 0.9234 0.1070
C -3.3107 -2.5093 -1.8684 0.0300 0.1605 -1.2552
C -3.9085 -3.3625 -2.8158 0.0682 -0.2185 0.6026
C -3.2606 -3.7349 -3.9863 0.2558 0.5565 -0.0902
C -2.0675 -3.0769 -4.2898 0.3558 -0.0080 -0.0503
C -1.5769 -2.0407 -3.4586 -0.7815 -0.2198 -0.4242
C -2.2457 -1.6664 -2.2848 0.7811 -0.8204 0.7741
H -5.9632 -3.9813 1.4703 0.1255 0.1187 -0.3398
H -6.8375 -3.6766 -0.0428 0.2407 0.0165 0.1072
H -6.0169 -2.3182 0.7872 -0.0817 -0.3039 -0.0792
H -4.5670 -5.3688 -1.4082 0.1617 0.2303 0.2976
H -3.3933 -5.2591 -0.0778 -0.2870 0.4917 -0.1882
H -5.1275 -5.6063 0.2486 0.4037 0.2215 -0.2613
H -4.3457 -1.6123 -0.1821 0.0627 -0.2956 -0.1424
H -2.9805 -2.6151 0.2661 -0.1946 -0.4483 -0.2960
H -4.8840 -3.8014 -2.5951 0.3577 0.0303 -0.0852
H -3.6695 -4.5394 -4.6150 0.2058 0.6512 0.1823
H -1.5301 -3.3799 -5.1951 -0.0431 0.2484 0.4258
H -0.6649 -1.5065 -3.7093 -0.0997 -0.1339 -0.2779
```
Forces are in eV/Å.

Spin multiplicity: 5
Relative energy (zero: lowest compared OMol25 entry of this formula, charge and spin), kcal/mol: 56.8
E_LUMO (alpha / beta), eV: -4.73 / -8.00
E_HOMO (alpha / beta), Ha: -0.43919 / -0.47486
Total charge: +2
E_tot, Eh: -2561.9367